# C20H14BClN2O4SSe4W

A structure of composition C20H14BClN2O4SSe4W in a non-equilibrium geometry (wB97M-V/def2-TZVPD, OMol25).

Atoms and positions in Å:
1 W -1.2685 -0.6835 -1.6812
2 Cl -1.6282 6.6613 -2.5735
3 C -1.3026 4.9893 -2.2526
4 C 0.0268 4.5839 -2.0483
5 C 0.3342 3.2720 -1.7902
6 C -0.6875 2.3038 -1.7459
7 O -0.3522 1.0506 -1.5410
8 C -2.0222 2.7278 -1.9341
9 C -3.0695 1.7857 -1.7428
10 O -2.8769 0.5755 -1.4680
11 C -2.3219 4.0826 -2.1866
12 H 0.8074 5.3311 -2.0980
13 H 1.3534 2.9479 -1.6306
14 H -4.1035 2.1306 -1.8001
15 H -3.3486 4.3962 -2.3211
16 Se -3.4774 -2.2202 -1.2885
17 Se -2.4113 -4.2154 -0.9796
18 Se -0.5083 -3.2800 -1.7670
19 Se -1.6099 -1.0028 -4.0130
20 N 1.4046 0.2254 -3.5978
21 C 1.8336 -0.3639 -2.4797
22 N 1.0789 -0.9878 -1.5901
23 C 1.8890 -1.4593 -0.5233
24 C 1.5063 -2.2114 0.5861
25 C 2.4420 -2.5483 1.5468
26 C 3.7763 -2.1723 1.4265
27 C 4.1896 -1.4611 0.3180
28 C 3.2409 -1.1218 -0.6348
29 S 3.5305 -0.2527 -2.1085
30 H 0.4537 -0.0047 -3.9081
31 H 2.0894 0.4843 -4.2869
32 H 0.4970 -2.5722 0.6878
33 H 2.1218 -3.1214 2.4070
34 H 4.4906 -2.4458 2.1912
35 H 5.2247 -1.1714 0.1954
36 O -0.6294 -0.0544 1.3883
37 B -1.2507 -1.0727 0.6352
38 O -1.7205 -2.0580 1.5072
39 C -1.3272 -1.6849 2.7664
40 C -1.5095 -2.3469 3.9598
41 C -0.9935 -1.7317 5.0978
42 C -0.3312 -0.5108 5.0266
43 C -0.1546 0.1511 3.8143
44 C -0.6659 -0.4670 2.6942
45 H -2.0254 -3.2960 4.0061
46 H -1.1102 -2.2150 6.0586
47 H 0.0549 -0.0644 5.9333
48 H 0.3610 1.0988 3.7446

maximum force: 1.83 eV/Å
multiplicity: 3
expectation value of S²: 2.0147
E_HOMO (spin up / spin down): -6.86 / -7.25 eV
total charge: 0
gap between HOMO and LUMO (spin up / spin down): 5.764 / 5.626 eV



# C20H14ClCuN

A structure of composition C20H14ClCuN (wB97M-V/def2-TZVPD, OMol25).

Atoms and positions in Å:
1 Cu -2.6024 0.0041 1.0605
2 Cl -6.8509 -1.7783 4.1935
3 C -5.4135 -0.8253 4.0327
4 C -4.8175 -0.2489 5.1345
5 C -3.6793 0.5091 4.9377
6 C -3.1765 0.6534 3.6536
7 N -3.7541 0.0731 2.5954
8 C -4.8565 -0.6479 2.7753
9 H -5.2414 -0.3930 6.1195
10 H -3.1736 0.9841 5.7659
11 H -2.2888 1.2379 3.4533
12 H -5.3039 -1.0972 1.8994
13 C -1.2178 -0.0670 -0.1325
14 C -0.1151 -0.0267 -0.6804
15 C 1.1329 0.0281 -1.3386
16 C 1.1582 -0.3385 -2.7398
17 C 2.1770 0.0290 -3.6534
18 C 2.1310 -0.3265 -4.9923
19 C 1.0716 -1.0618 -5.5133
20 C 0.0414 -1.4120 -4.6430
21 C 0.0780 -1.0622 -3.3063
22 C 2.2793 0.4413 -0.5600
23 C 2.1050 1.1210 0.6720
24 C 3.1713 1.5051 1.4641
25 C 4.4869 1.2355 1.0924
26 C 4.6883 0.5456 -0.0995
27 C 3.6261 0.1569 -0.8989
28 H 2.9988 0.6411 -3.3086
29 H 2.9364 -0.0078 -5.6471
30 H 1.0425 -1.3398 -6.5598
31 H -0.8092 -1.9742 -5.0164
32 H -0.7413 -1.3374 -2.6542
33 H 1.0913 1.3352 0.9885
34 H 2.9743 2.0339 2.3920
35 H 5.3210 1.5392 1.7129
36 H 5.6971 0.2882 -0.4079
37 H 3.8334 -0.4172 -1.7912

maximum force: 0.45 eV/Å
E_HOMO: -1.58 eV
total charge: -1
gap between HOMO and LUMO: 3.239 eV



# C20H14ClN4OPdS

A structure of composition C20H14ClN4OPdS (wB97M-V/def2-TZVPD, OMol25).

Atoms and positions in Å:
1 Pd -0.2610 0.7819 -0.2448
2 Cl 2.2271 -3.6058 -6.1102
3 C 1.9446 -2.4352 -4.9924
4 C 2.8742 -1.3382 -4.8911
5 C 2.6466 -0.3954 -3.9694
6 C 1.4693 -0.4577 -3.0547
7 O 1.3174 0.3983 -2.2144
8 C 0.5134 -1.6116 -3.2149
9 C -0.7029 -1.7696 -2.4282
10 N -1.0971 -0.9799 -1.4999
11 C -2.3617 -1.2420 -0.9064
12 C -3.3904 -1.9254 -1.5207
13 C -4.5605 -2.2448 -0.8130
14 C -4.6727 -1.9280 0.5133
15 C -3.6480 -1.2058 1.1725
16 C -3.6884 -0.8864 2.5484
17 C -2.6431 -0.2136 3.1173
18 C -1.5966 0.2315 2.3039
19 N -1.5540 -0.0292 1.0007
20 C -2.5289 -0.7978 0.4297
21 C 0.7831 -2.5445 -4.1611
22 H 3.7230 -1.3158 -5.5622
23 H 3.3040 0.4546 -3.8382
24 H -1.3019 -2.6367 -2.7029
25 H -3.3190 -2.1978 -2.5656
26 H -5.3631 -2.7625 -1.3190
27 H -5.5520 -2.2176 1.0746
28 H -4.5386 -1.1966 3.1434
29 H -2.6207 0.0198 4.1719
30 H -0.7871 0.8157 2.7132
31 H 0.1322 -3.3960 -4.3178
32 S -0.7843 2.7778 0.7269
33 C 0.7421 3.4572 0.3269
34 N 1.0889 4.7237 0.6345
35 C 2.2934 5.2366 0.2930
36 C 3.1851 4.4453 -0.3737
37 C 2.7807 3.1376 -0.6571
38 N 1.5910 2.6569 -0.3227
39 H 0.4285 5.3055 1.1418
40 H 2.4809 6.2617 0.5837
41 H 4.1562 4.8215 -0.6567
42 H 3.4502 2.4502 -1.1593

maximum force: 0.62 eV/Å
E_HOMO (spin up / spin down): -17.12 / -17.12 eV
total charge: +3
gap between HOMO and LUMO (spin up / spin down): 4.553 / 4.556 eV



What is the total charge in the first record?
0



Look up the total charge of the second one.
-1



Repeat the first record exactly.
# C20H14BClN2O4SSe4W

A structure of composition C20H14BClN2O4SSe4W in a non-equilibrium geometry (wB97M-V/def2-TZVPD, OMol25).

Atoms and positions in Å:
1 W -1.2685 -0.6835 -1.6812
2 Cl -1.6282 6.6613 -2.5735
3 C -1.3026 4.9893 -2.2526
4 C 0.0268 4.5839 -2.0483
5 C 0.3342 3.2720 -1.7902
6 C -0.6875 2.3038 -1.7459
7 O -0.3522 1.0506 -1.5410
8 C -2.0222 2.7278 -1.9341
9 C -3.0695 1.7857 -1.7428
10 O -2.8769 0.5755 -1.4680
11 C -2.3219 4.0826 -2.1866
12 H 0.8074 5.3311 -2.0980
13 H 1.3534 2.9479 -1.6306
14 H -4.1035 2.1306 -1.8001
15 H -3.3486 4.3962 -2.3211
16 Se -3.4774 -2.2202 -1.2885
17 Se -2.4113 -4.2154 -0.9796
18 Se -0.5083 -3.2800 -1.7670
19 Se -1.6099 -1.0028 -4.0130
20 N 1.4046 0.2254 -3.5978
21 C 1.8336 -0.3639 -2.4797
22 N 1.0789 -0.9878 -1.5901
23 C 1.8890 -1.4593 -0.5233
24 C 1.5063 -2.2114 0.5861
25 C 2.4420 -2.5483 1.5468
26 C 3.7763 -2.1723 1.4265
27 C 4.1896 -1.4611 0.3180
28 C 3.2409 -1.1218 -0.6348
29 S 3.5305 -0.2527 -2.1085
30 H 0.4537 -0.0047 -3.9081
31 H 2.0894 0.4843 -4.2869
32 H 0.4970 -2.5722 0.6878
33 H 2.1218 -3.1214 2.4070
34 H 4.4906 -2.4458 2.1912
35 H 5.2247 -1.1714 0.1954
36 O -0.6294 -0.0544 1.3883
37 B -1.2507 -1.0727 0.6352
38 O -1.7205 -2.0580 1.5072
39 C -1.3272 -1.6849 2.7664
40 C -1.5095 -2.3469 3.9598
41 C -0.9935 -1.7317 5.0978
42 C -0.3312 -0.5108 5.0266
43 C -0.1546 0.1511 3.8143
44 C -0.6659 -0.4670 2.6942
45 H -2.0254 -3.2960 4.0061
46 H -1.1102 -2.2150 6.0586
47 H 0.0549 -0.0644 5.9333
48 H 0.3610 1.0988 3.7446

maximum force: 1.83 eV/Å
multiplicity: 3
expectation value of S²: 2.0147
E_HOMO (spin up / spin down): -6.86 / -7.25 eV
total charge: 0
gap between HOMO and LUMO (spin up / spin down): 5.764 / 5.626 eV